Below is 2 unconnected molecules or ions with the total composition C4H12N2, with properties calculated with wB97M-V/def2-TZVPD.

Values from the calculation:
* charge: 0
* LUMO: 0.91 eV
* energy relative to the best compared isomer or geometry (same formula, charge and spin): 366.12 kJ/mol
* HOMO energy: -8.5 eV
* E: -268.9769 Eh
* orbital gap: 9.42 eV
* SMILES string: C=NC.CNC
* M: 88.15 g/mol

Structure (XYZ):
```
18
Properties=species:S:1:pos:R:3:forces:R:3
H 0.742 -2.492 0.455 -0.23 -0.50 1.29
H 0.761 -5.701 -0.667 -0.95 1.85 -0.30
H -1.406 3.919 0.429 -1.84 1.57 -0.18
C 0.297 4.094 -0.656 -1.16 -3.97 -2.49
H 0.474 3.394 -1.589 -0.24 0.69 1.68
H 0.107 -4.419 -1.889 -0.35 -0.17 2.85
C 0.453 -4.578 -0.759 3.05 -1.28 -1.36
N -0.521 3.545 0.368 0.13 -2.04 1.27
C -0.695 2.106 0.592 4.03 2.34 4.48
H -0.373 4.750 -1.072 -0.43 2.85 -1.22
H -0.969 2.014 1.732 0.71 -0.07 -1.81
H 1.237 4.370 -0.338 1.87 1.24 0.69
H 0.389 1.819 0.501 -1.41 -1.18 -0.12
C 0.085 -3.195 1.058 0.27 1.38 -1.51
H 1.537 -4.090 -0.794 -2.14 -0.47 0.32
N -0.298 -4.240 0.483 0.27 -0.84 -1.44
H -0.366 -2.886 1.991 0.07 0.04 0.17
H -1.454 1.589 0.153 -1.65 -1.42 -2.29
```
Forces are in eV/Å.